[1]
{"formula": "H80O40", "method": "wB97M-V/def2-TZVPD", "species": ["O", "O", "O", "O", "O", "O", "O", "O", "O", "O", "O", "O", "O", "O", "O", "O", "O", "O", "O", "O", "O", "O", "O", "O", "O", "O", "O", "O", "O", "O", "O", "O", "O", "O", "O", "O", "O", "O", "O", "O", "H", "H", "H", "H", "H", "H", "H", "H", "H", "H", "H", "H", "H", "H", "H", "H", "H", "H", "H", "H", "H", "H", "H", "H", "H", "H", "H", "H", "H", "H", "H", "H", "H", "H", "H", "H", "H", "H", "H", "H", "H", "H", "H", "H", "H", "H", "H", "H", "H", "H", "H", "H", "H", "H", "H", "H", "H", "H", "H", "H", "H", "H", "H", "H", "H", "H", "H", "H", "H", "H", "H", "H", "H", "H", "H", "H", "H", "H", "H", "H"], "positions_angstrom": [[1.1890, 4.0941, 2.2783], [5.1561, -2.7179, -1.4436], [-1.5604, -2.8834, 1.5196], [2.9667, 3.3678, 0.0654], [1.6951, -2.7525, -2.4647], [0.5924, -0.7738, 2.7998], [5.3355, 1.2866, 2.0178], [-0.9566, -5.8110, 1.5254], [-4.9632, 3.6322, -1.7901], [0.0029, 1.0210, -2.6731], [-2.7136, 2.7562, -1.2091], [1.0186, -0.9057, 0.1788], [2.4020, 5.4375, -1.2845], [-1.8036, -0.4947, 5.4915], [2.6522, -5.0319, 2.9333], [0.4570, 2.9651, 5.5144], [4.0571, -0.9400, -3.3250], [3.6858, -4.9754, -2.0963], [-6.4487, -0.0355, -0.0458], [1.0410, -1.5209, -5.0797], [0.0571, 1.8339, -0.0010], [0.4584, -3.8173, 0.4273], [-4.2192, -1.5432, 3.8401], [-2.6377, 4.8663, -2.8905], [4.1136, -2.7643, 1.4868], [-3.8767, 1.3897, 0.7669], [-2.4006, 2.4834, -4.2391], [-1.9124, -2.0217, -0.9825], [4.8411, 1.6929, -3.4354], [-2.5884, -2.4208, -3.5595], [-1.5688, 0.6421, 2.2336], [-2.0207, -4.5574, -0.4108], [-1.5902, 5.2416, 2.3106], [-3.5179, -0.8604, 1.3039], [3.9812, 3.3334, 2.6547], [2.6158, 1.4127, -1.6652], [-0.8191, -3.1857, 4.6813], [-3.4386, 0.5012, -3.3005], [0.1168, 3.2224, -4.7714], [2.4947, 1.1858, 3.0474], [-6.9388, 0.0624, -0.7674], [0.4585, 0.9626, 0.2186], [0.2509, 2.4401, -4.2863], [-0.8659, 4.7670, 1.6955], [2.9353, 5.1802, -2.0814], [4.5254, 1.2369, -4.2427], [-2.9377, -0.3050, -3.5729], [-3.0350, 2.9099, -0.2339], [-3.1430, 1.9765, -1.4553], [-1.5592, -6.5758, 1.2036], [3.3482, 2.7391, -0.6097], [-4.3049, 0.3922, -3.8171], [-1.9977, -2.2435, -0.1313], [-2.0623, -0.9465, 6.2455], [3.0126, -5.1137, -2.7963], [0.2077, 2.0382, 5.2204], [4.2635, -0.5836, -2.5312], [1.0577, -2.2694, -5.7075], [5.5189, 2.2241, -3.7703], [-1.3626, -3.9721, 4.5849], [2.5917, 0.4097, 2.4492], [3.4424, 1.2861, 3.4917], [-2.2499, 4.2757, -2.4177], [-2.0917, -2.7678, -4.4258], [5.8073, -2.0274, -1.7340], [-0.8109, 3.0781, -4.7674], [3.8722, 4.2572, 3.2347], [0.0914, -4.6873, 0.5902], [-5.7010, 0.5353, 0.1928], [-2.4910, -1.1983, -1.0051], [-4.4792, 2.7383, -1.4323], [-2.6861, -1.3540, 1.2012], [-3.1872, 2.3843, -3.5675], [1.2054, 3.0743, 2.7163], [2.5175, 0.5696, -1.9096], [-1.4842, -5.0282, 1.3428], [-1.7621, -0.1360, 2.8236], [1.5622, 4.1470, 1.3562], [-4.8080, 1.3587, 1.1335], [-1.1077, 5.2075, 3.1801], [5.4551, 2.1896, 2.0140], [1.2570, -3.9217, -0.0833], [-4.3930, 4.2254, -1.3415], [1.9980, 1.8461, -2.2342], [1.1710, -2.2254, -3.0995], [-1.8646, -5.2449, -1.1096], [-3.5390, 5.1404, -2.7360], [-2.5157, -3.7686, -0.8839], [2.6107, -2.6793, -2.3804], [-2.3998, -3.0035, -2.8426], [0.3602, -0.8804, 3.6752], [3.1638, 2.8535, 2.5990], [-3.7810, -1.3720, 2.0788], [4.2056, -4.3057, -2.5400], [-0.0805, 3.4970, 4.9385], [-2.4220, 0.6192, 1.7159], [-4.9371, -1.1215, 4.0988], [0.4579, -0.7845, -5.2799], [4.8506, 0.9691, 1.2640], [3.4181, -4.4681, 3.0651], [1.9199, -4.4037, 2.8782], [-2.5403, 3.2929, -4.5768], [3.4797, -2.3035, 1.0013], [-0.5812, 1.7990, 0.6828], [2.4435, 4.6714, -0.6726], [0.8541, -1.0449, 0.9754], [3.9077, 3.6475, 0.6291], [3.9465, -3.7217, 1.5747], [-2.2736, 0.2742, 5.5125], [-0.0897, 1.3817, -1.7935], [3.1438, -1.2533, -3.1451], [0.3616, 0.0559, 2.5145], [5.4703, -2.8548, -0.6245], [-0.6855, -2.9320, 3.6449], [0.5847, -1.1689, -0.6396], [-3.5769, -1.5477, 4.6414], [-0.6052, -2.8182, 1.4780], [-0.9521, 1.2651, -2.9357], [-3.6116, 0.4969, 0.5119], [-1.7074, -3.7952, 1.3977]], "lowdin_charge": [-0.15, -0.02, -0.06, -0.16, -0.05, 0.01, -0.02, -0.11, -0.12, -0.08, -0.09, 0.04, -0.12, 0.00, -0.05, -0.07, -0.02, -0.08, 0.00, -0.07, -0.05, -0.06, -0.02, 0.02, -0.03, -0.10, -0.08, -0.05, -0.05, -0.14, -0.10, -0.19, -0.16, -0.09, -0.16, 0.01, -0.12, -0.12, -0.03, -0.11, -0.04, 0.02, -0.04, 0.08, 0.05, 0.05, 0.03, 0.12, -0.04, 0.11, 0.05, 0.10, -0.10, 0.01, 0.05, 0.06, -0.05, 0.06, 0.00, 0.01, 0.05, 0.12, -0.10, 0.10, 0.09, -0.04, 0.18, 0.00, 0.00, 0.09, 0.08, 0.02, 0.08, 0.12, -0.04, -0.04, 0.05, 0.03, 0.09, 0.02, -0.03, 0.05, -0.01, 0.04, 0.03, 0.06, 0.04, 0.08, -0.04, -0.04, 0.01, -0.05, 0.04, -0.01, 0.00, 0.02, -0.04, 0.04, 0.03, 0.01, 0.03, -0.03, -0.01, -0.01, -0.05, -0.15, 0.18, 0.04, -0.01, -0.02, 0.03, -0.03, -0.04, 0.08, 0.06, 0.09, 0.02, 0.06, -0.01, -0.03], "molar_mass_g_mol": 720.60, "gap_ev": [1.97, 9.72], "spin_multiplicity": 2, "relative_energy_kj_mol": 935.6, "e_tot_ha": -3057.19622, "lumo_energy_ev": [1.53, 1.61], "charge": -1}


[2]
{"formula": "H80O40", "method": "wB97M-V/def2-TZVPD", "species": ["O", "O", "O", "O", "O", "O", "O", "O", "O", "O", "O", "O", "O", "O", "O", "O", "O", "O", "O", "O", "O", "O", "O", "O", "O", "O", "O", "O", "O", "O", "O", "O", "O", "O", "O", "O", "O", "O", "O", "O", "H", "H", "H", "H", "H", "H", "H", "H", "H", "H", "H", "H", "H", "H", "H", "H", "H", "H", "H", "H", "H", "H", "H", "H", "H", "H", "H", "H", "H", "H", "H", "H", "H", "H", "H", "H", "H", "H", "H", "H", "H", "H", "H", "H", "H", "H", "H", "H", "H", "H", "H", "H", "H", "H", "H", "H", "H", "H", "H", "H", "H", "H", "H", "H", "H", "H", "H", "H", "H", "H", "H", "H", "H", "H", "H", "H", "H", "H", "H", "H"], "positions_angstrom": [[5.4424, 0.1164, 1.9791], [2.7157, 3.6322, -2.6815], [2.1805, -1.0623, 2.8725], [3.9235, -1.5808, -3.6704], [-3.9311, -0.5003, 2.4771], [-0.4940, -2.8859, -4.3723], [0.3601, -4.2515, 5.1333], [2.0099, -4.5720, -3.3127], [1.2360, -0.1688, 0.2661], [-2.1480, 5.1615, 1.7255], [0.2006, 4.5073, 3.3228], [-0.1626, -4.3383, -0.8296], [3.8180, -0.9757, 0.2289], [-4.4792, 4.0664, -0.7086], [2.6984, 4.9472, 0.4175], [-3.3054, 0.1970, -1.1795], [-0.1822, 0.4649, -4.9667], [3.7530, 2.0166, 2.8458], [-6.0861, 1.5595, -1.1204], [-2.2021, 2.7621, 3.1838], [2.7518, 1.5264, -4.3828], [-0.8013, 3.2223, -3.9125], [2.8259, -2.7669, 4.7263], [-1.5036, -1.5989, -1.9471], [1.2003, 1.6954, 1.9170], [2.3791, -2.3937, -1.8288], [-2.1371, -4.9192, -3.0963], [0.8743, 0.7480, -1.9920], [0.8707, 2.6615, 5.6513], [3.4874, 1.0300, -1.7298], [-2.5898, -3.2288, 3.3886], [-2.1452, -1.5689, 0.9264], [-5.4210, -0.5306, 0.0232], [-5.1444, -0.7121, -2.7949], [3.7543, -3.6330, 0.8640], [-2.9507, 1.3889, -3.8213], [-1.6665, 0.4896, 4.2942], [-4.7349, 1.5816, 4.0260], [-1.2088, 2.3598, 0.3367], [6.1859, -2.6986, -1.5608], [5.8548, -0.6538, 2.2121], [-2.0170, 3.3456, 2.3657], [2.6164, -3.1442, -2.4411], [0.6143, -4.8210, -0.4949], [3.2052, -2.2656, -1.2398], [-3.3816, 0.7780, -4.3556], [-1.6448, -2.4939, 0.7703], [-2.4830, 5.4313, 0.8175], [-6.0446, 0.8952, -1.7222], [0.4524, 3.4637, 5.9879], [2.8288, -0.7207, 0.1982], [-4.3780, 2.4918, 3.8590], [3.9122, -4.3539, 1.3951], [3.4147, 4.5234, -0.1658], [-1.5956, 2.9920, 3.9265], [0.9839, 0.0073, -1.5350], [2.0083, 1.5686, 1.5731], [1.8000, 3.6916, -2.1426], [5.8922, -3.3483, -0.9606], [2.8127, -4.8287, -3.6652], [1.7243, -0.3206, 3.1778], [0.1749, 2.0664, 5.4268], [-3.2477, -2.8003, 4.0581], [-5.4772, 1.2535, -0.3934], [1.6774, 0.9133, -2.4736], [3.4404, 0.8860, -4.2126], [1.8615, -2.9089, 4.9156], [-1.1857, -2.3520, -4.5259], [-3.2137, -3.7104, 2.9158], [-4.4566, 3.3284, -0.1222], [-4.1562, -1.2069, 3.0969], [3.8255, -2.8189, 1.2841], [-4.5595, -0.1784, -0.0049], [5.5268, 0.4354, 1.1182], [-5.3721, 4.0438, -1.1004], [0.8022, -1.0549, 0.4260], [-1.7367, 2.9291, -4.1037], [3.1381, -2.7315, 5.7288], [-1.5961, -1.0228, 0.4061], [-0.5368, 2.5031, 1.0006], [3.0933, -1.2642, -4.0244], [-2.4991, 0.5445, 4.7463], [-2.4347, 4.2150, 1.6958], [0.4277, 0.3288, 0.6062], [0.0769, 5.2292, 2.9059], [-2.4717, 0.3295, -0.6956], [-0.6277, 2.3496, -0.4279], [-0.4532, -4.0315, 4.6623], [3.6605, 0.4170, -0.9215], [-2.6292, -4.1163, -2.7933], [-4.8237, 1.1457, 3.2087], [5.4654, -2.0942, -1.8736], [-3.2216, 1.1270, -1.6993], [-3.1443, -0.8392, 1.9825], [3.9759, -0.1553, 0.5646], [-0.2342, 3.7459, 3.0143], [0.5361, -4.9215, 4.5738], [-1.3002, -1.8730, -2.6988], [4.2778, 0.7150, -2.3126], [1.2053, -5.1322, -3.3989], [-1.4805, -4.9910, -3.6804], [2.4755, -1.7901, 3.3276], [2.7963, 2.1751, -5.1424], [-1.6750, 0.9857, 3.5220], [0.1736, -3.9405, -1.6968], [-5.3998, -1.2262, 0.7090], [-6.0814, -0.5661, -2.6458], [0.5401, 0.4933, -4.2795], [4.1261, 1.0164, 2.8496], [-0.9634, 3.2984, -2.9262], [-2.2784, -1.2027, -1.8341], [-5.1108, -1.4954, -2.3210], [-1.9220, 1.4588, -4.1626], [4.4891, -1.8812, -4.4343], [2.8112, 4.4203, 1.2407], [2.4582, 2.8456, -3.1882], [-0.1187, 1.2489, -5.5809], [1.2666, 2.2217, 2.5682], [0.2506, -2.4212, -4.8927], [3.9058, 2.0700, 3.7546]], "lowdin_charge": [0.03, -0.13, 0.01, -0.06, -0.08, -0.02, 0.01, -0.02, -0.10, -0.06, 0.07, -0.09, -0.07, -0.06, -0.10, -0.12, -0.10, -0.08, -0.04, -0.08, -0.06, -0.09, -0.12, 0.11, 0.07, -0.12, -0.02, -0.01, -0.04, -0.11, -0.04, -0.06, -0.07, -0.02, 0.01, -0.08, -0.03, -0.07, -0.03, -0.05, 0.03, 0.02, 0.00, 0.04, 0.04, 0.00, 0.15, 0.09, -0.07, 0.04, 0.06, 0.05, 0.00, 0.07, 0.07, -0.08, -0.02, 0.10, -0.01, 0.02, 0.00, -0.01, 0.10, 0.04, -0.02, 0.02, 0.03, -0.03, 0.00, -0.01, 0.04, -0.02, -0.05, 0.04, 0.05, 0.11, 0.02, 0.13, -0.01, 0.00, 0.03, 0.02, 0.00, 0.09, -0.06, 0.03, 0.03, 0.04, 0.04, 0.07, -0.03, 0.02, 0.14, 0.00, -0.04, -0.03, -0.01, -0.12, 0.09, 0.09, -0.07, -0.06, 0.12, -0.05, 0.03, 0.07, 0.05, 0.03, 0.09, 0.07, -0.06, 0.00, 0.09, 0.09, 0.02, -0.05, 0.07, -0.07, 0.11, 0.00], "molar_mass_g_mol": 720.60, "gap_ev": 9.92, "relative_energy_kj_mol": 1543.5, "e_tot_ha": -3057.16947, "lumo_energy_ev": -0.41}